(1)
Entry from the Open Molecules 2025 dataset: a single C17H26N2O3S molecule (ωB97M-V with the def2-TZVPD basis set).

Geometry as ORCA input:
```
! RIJCOSX wB97M-V def2-TZVPD def2/J DEFGRID3
* xyz 0 1
S 1.729 0.188 1.373
O 1.894 -0.794 2.405
O -6.023 1.289 -0.467
O 2.188 1.526 1.607
N -4.045 0.312 -0.083
N 2.492 -0.375 0.018
C 5.302 0.407 -0.400
C -2.187 -0.748 1.011
C 2.326 -1.772 -0.296
C -0.013 0.257 0.952
C 5.374 1.752 0.313
C -0.849 -0.765 1.359
C -2.686 0.313 0.239
C -3.135 -1.860 1.329
C -3.872 -2.170 0.024
C -4.881 1.401 -0.073
C 1.201 -2.076 -1.286
C 2.834 0.568 -1.019
C -0.486 1.288 0.163
C -1.820 1.312 -0.203
C -4.366 2.691 0.517
C -4.703 -0.962 -0.386
C 4.268 0.382 -1.525
H 6.200 1.755 1.021
H -3.556 2.533 1.223
H 1.428 -1.668 -2.269
H -3.136 -2.406 -0.747
H 2.737 1.552 -0.564
H 0.259 -1.654 -0.943
H -5.661 -0.958 0.143
H 4.478 1.183 -2.237
H -2.598 -2.732 1.700
H -2.185 2.095 -0.847
H 2.132 0.501 -1.862
H 6.280 0.169 -0.827
H 5.053 -0.367 0.327
H 4.458 1.944 0.865
H -4.531 -3.030 0.139
H -3.856 -1.547 2.089
H 1.088 -3.152 -1.383
H 0.192 2.064 -0.154
H -4.927 -0.990 -1.458
H -0.439 -1.560 1.962
H 2.129 -2.259 0.660
H -4.032 3.358 -0.275
H 4.343 -0.567 -2.062
H -5.204 3.175 1.015
H 3.272 -2.160 -0.688
H 5.533 2.558 -0.401
*
```

SMILES string: CCCCN(CC)S(=O)(=O)c1ccc2c(c1)CCCN2C(C)=O
Relative energy (zero: lowest compared OMol25 entry of this formula, charge and spin) in kJ/mol: 99.8
Total energy in Ha: -1396.82270

Here are the natural (NBO) charges for atoms 1 to 8, given in e: number 1, S, carries 2.3469; number 2, O, carries -0.9423; number 3, O, carries -0.6054; number 4, O, carries -0.9444; number 5, N, carries -0.4562; number 6, N, carries -0.6939; number 7, C, carries -0.3983; number 8, C, carries 0.0509

(2)
Entry from the Open Molecules 2025 dataset: a single C5H4O2 molecule (ωB97M-V with the def2-TZVPD basis set).

Geometry as ORCA input:
```
! RIJCOSX wB97M-V def2-TZVPD def2/J DEFGRID3
* xyz 0 1
O 2.034 -1.589 0.855
O -0.705 -1.021 0.782
C 1.501 -0.688 0.361
C -1.178 0.284 0.418
C 1.178 0.464 -0.275
C -1.523 -0.973 -0.377
C -0.116 1.015 -0.153
H -0.270 2.054 -0.443
H -0.899 -1.186 -1.264
H -1.974 0.744 0.997
H 1.951 0.897 -0.900
*
```

Relative energy (zero: lowest compared OMol25 entry of this formula, charge and spin) in kJ/mol: 481.4
Total energy in Ha: -343.20900

Here are the natural (NBO) charges for atoms 1 to 8, given in e: number 1, O, carries -0.4221; number 2, O, carries -0.4880; number 3, C, carries 0.7877; number 4, C, carries -0.0525; number 5, C, carries -0.5539; number 6, C, carries 0.0131; number 7, C, carries -0.1372; number 8, H, carries 0.2220

(3)
Entry from the Open Molecules 2025 dataset: a gas-phase ion, C3H3N4 (charge +1) (ωB97M-V with the def2-TZVPD basis set).

Geometry as ORCA input:
```
! RIJCOSX wB97M-V def2-TZVPD def2/J DEFGRID3
* xyz 1 3
N 1.250 -0.882 0.344
N -1.645 1.307 1.821
N 0.310 -0.282 0.888
N -1.460 1.134 0.725
C -0.406 0.144 -0.219
C 1.289 -0.912 -0.997
C 0.177 -0.217 -1.442
H -1.462 1.175 2.809
H -0.156 -0.057 -2.444
H 2.102 -1.411 -1.485
*
```

Relative energy (zero: lowest compared OMol25 entry of this formula, charge and spin) in kJ/mol: 303.2
Total energy in Ha: -334.58140

Here are the natural (NBO) charges for atoms 1 to 8, given in e: number 1, N, carries -0.0925; number 2, N, carries -0.0454; number 3, N, carries -0.2489; number 4, N, carries 0.2047; number 5, C, carries 0.3961; number 6, C, carries 0.1213; number 7, C, carries -0.3648; number 8, H, carries 0.4804

(4)
Entry from the Open Molecules 2025 dataset: a single C6H8O4 molecule (ωB97M-V with the def2-TZVPD basis set).

Geometry as ORCA input:
```
! RIJCOSX wB97M-V def2-TZVPD def2/J DEFGRID3
* xyz 0 1
O -0.890 -2.902 -0.946
O -2.196 -1.095 -0.871
O -0.387 2.808 0.229
O 1.383 1.960 -0.812
C 0.371 1.759 -0.163
C -1.001 -1.699 -0.794
C 1.267 -1.045 -1.133
C -0.166 0.435 0.371
C 0.096 -0.741 -0.545
C 0.390 0.183 1.773
H 2.151 -0.427 -1.007
H -1.248 0.588 0.468
H 1.393 -0.256 1.744
H 0.073 3.587 -0.151
H 1.380 -1.922 -1.767
H -2.811 -1.832 -1.068
H 0.456 1.109 2.353
H -0.260 -0.509 2.321
*
```

SMILES string: C=C(C(=O)O)[C@@H](C)C(=O)O
Relative energy (zero: lowest compared OMol25 entry of this formula, charge and spin) in kJ/mol: 0.0
Total energy in Ha: -534.40812

Here are the natural (NBO) charges for atoms 1 to 8, given in e: number 1, O, carries -0.5948; number 2, O, carries -0.6799; number 3, O, carries -0.6798; number 4, O, carries -0.6037; number 5, C, carries 0.8076; number 6, C, carries 0.7563; number 7, C, carries -0.2718; number 8, C, carries -0.3665

(5)
Entry from the Open Molecules 2025 dataset: 8 unconnected molecules or ions with the total composition C4H24NO8 (ωB97M-V with the def2-TZVPD basis set).

Geometry as ORCA input:
```
! RIJCOSX wB97M-V def2-TZVPD def2/J DEFGRID3
* xyz -1 1
O -2.548 1.851 -1.872
O -0.208 1.437 -0.778
O 0.427 3.532 0.541
O 0.668 -0.496 3.705
O -1.344 -1.957 2.474
O 2.251 1.540 -1.510
O -2.435 -2.243 -0.020
O 2.376 1.756 1.310
N 0.030 -1.702 -1.108
C 0.049 -1.071 -2.429
C 0.535 -0.796 -0.041
C 0.872 -2.904 -1.149
C -0.375 0.429 0.181
H 0.138 2.712 -0.035
H 1.244 1.442 -1.282
H -0.019 -0.952 3.174
H 0.478 -3.588 -1.900
H -1.529 -2.167 -0.457
H 1.746 2.505 1.201
H 2.465 1.515 0.349
H 0.855 -3.369 -0.167
H -0.315 3.672 1.142
H 1.907 -2.687 -1.451
H -2.121 -2.036 3.020
H -0.151 0.848 1.174
H -0.377 -1.744 -3.173
H 1.549 -0.458 -0.261
H 1.029 -0.664 -2.711
H -2.919 0.987 -1.653
H 1.108 0.141 3.125
H -2.878 -1.421 -0.226
H 0.605 -1.404 0.858
H -1.705 -2.063 1.555
H 2.336 2.495 -1.628
H -0.614 -0.209 -2.425
H -1.419 0.094 0.210
H -1.627 1.864 -1.466
*
```

Relative energy (zero: lowest compared OMol25 entry of this formula, charge and spin) in kJ/mol: 65.3
Total energy in Ha: -823.55588

Here are the natural (NBO) charges for atoms 1 to 8, given in e: number 1, O, carries -1.0053; number 2, O, carries -0.9409; number 3, O, carries -1.0299; number 4, O, carries -0.9989; number 5, O, carries -0.9919; number 6, O, carries -1.0314; number 7, O, carries -0.9976; number 8, O, carries -1.0295

(6)
Entry from the Open Molecules 2025 dataset: 24 unconnected molecules or ions with the total composition C6H62NO25 (ωB97M-V with the def2-TZVPD basis set).

Geometry as ORCA input:
```
! RIJCOSX wB97M-V def2-TZVPD def2/J DEFGRID3
* xyz 1 1
O 0.509 1.420 -7.571
O 2.932 3.505 -6.704
O -2.943 1.512 -0.133
O -3.316 -0.433 -1.554
O -2.910 3.346 -3.174
O 2.807 -4.186 3.796
O 0.250 -1.304 -4.063
O 1.488 4.669 -0.108
O 0.353 -4.798 -0.466
O 0.428 1.474 -3.587
O -1.805 -3.638 -0.923
O -3.141 -3.867 1.855
O 3.966 3.080 -1.829
O 0.057 1.835 4.053
O 4.877 3.530 -4.389
O 2.453 0.085 0.272
O -3.906 -2.358 5.711
O -4.393 -2.626 0.110
O -3.113 1.002 4.435
O 4.099 0.344 -1.549
O -2.229 -0.248 6.617
O 0.048 2.329 1.192
O -1.054 -2.310 2.353
O 2.179 -1.435 5.039
O 2.429 -2.878 -0.327
N -0.345 0.046 -0.285
C 0.834 2.820 -4.131
C -0.775 -2.221 3.752
C -0.263 -1.236 1.804
C -0.619 -1.289 0.278
C 0.424 1.495 -2.163
C 0.044 0.101 -1.704
H 3.026 0.768 0.722
H -4.179 -2.611 6.585
H 2.229 -0.695 4.470
H -1.577 -2.879 4.074
H 2.480 -4.515 4.581
H -4.901 -3.359 -0.139
H 0.936 4.842 -0.881
H -0.362 1.956 -7.507
H 1.600 -3.497 -0.611
H 1.138 2.586 1.409
H 3.219 4.105 -6.130
H 2.690 -3.501 0.280
H -0.139 1.946 3.061
H -3.254 -3.464 0.951
H -3.666 -1.345 -1.110
H -2.770 1.881 4.470
H -0.777 -0.184 -2.489
H 5.296 2.648 -4.495
H -1.730 -3.330 -1.813
H 3.090 -1.660 5.201
H -0.927 0.798 0.159
H 0.115 3.534 -3.824
H 2.298 -3.515 3.623
H -3.125 -1.819 5.776
H -0.048 -1.951 -0.190
H 1.681 3.133 -3.825
H -3.363 1.229 0.745
H 0.910 1.533 4.064
H 0.535 0.294 0.150
H -2.177 3.156 -3.768
H -3.268 0.200 -0.740
H -1.680 -1.449 0.075
H 0.728 2.724 -5.180
H 2.417 3.089 -5.981
H -0.432 2.333 -1.726
H -0.349 3.140 1.427
H 2.221 5.052 -0.397
H 3.725 2.120 -1.677
H -4.976 -2.171 0.674
H -2.483 -0.029 7.563
H 1.351 1.877 -1.688
H -0.564 -1.367 -4.124
H 0.087 -0.431 -3.613
H -3.200 2.388 -0.135
H -0.830 -1.331 4.083
H 0.737 -1.431 1.975
H -2.337 -3.366 2.193
H -1.291 -0.306 6.533
H 0.748 -0.654 -1.777
H -0.591 -0.200 2.170
H 0.954 1.670 -8.324
H 0.362 -2.590 3.953
H -2.484 0.626 4.974
H 0.202 -5.014 0.456
H 4.398 3.410 -3.504
H -2.525 -3.918 -0.582
H 3.437 0.407 -0.898
H 4.392 3.582 -1.034
H -0.245 -4.131 -0.711
H 2.652 -0.856 0.188
H 4.805 0.217 -0.987
H -3.579 2.538 -3.335
*
```

Relative energy (zero: lowest compared OMol25 entry of this formula, charge and spin) in kJ/mol: 468.0
Total energy in Ha: -2200.89617

Here are the Löwdin charges for atoms 1 to 8, given in e: number 1, O, carries -0.0523; number 2, O, carries -0.0065; number 3, O, carries -0.0159; number 4, O, carries -0.1687; number 5, O, carries -0.1113; number 6, O, carries 0.0545; number 7, O, carries 0.0467; number 8, O, carries 0.0066